# 1
C11H14IN in the gas phase in a non-equilibrium geometry, computed with ωB97M-V/def2-TZVPD.

The geometry in XYZ format:
```
27
Properties=species:S:1:pos:R:3:forces:R:3:nbo_charge:R:1
I 3.0655 -0.0644 1.2471 0.8 0.3 0.1 0.18
N -1.3045 2.0084 1.0795 0.1 -0.4 1.1 -0.60
C 0.4393 -1.3550 1.4129 -1.3 -0.8 -1.4 -0.37
C -0.5324 0.8997 0.8335 1.5 -2.1 2.1 0.26
C -0.2177 -0.0780 1.7747 -0.6 2.8 -2.7 -0.27
C 0.6305 0.0908 -1.1735 1.9 -2.7 1.7 -0.13
C -0.1347 1.0033 -0.5834 -0.1 -0.6 -0.9 -0.19
C -0.8815 2.1664 -1.1040 -0.2 -0.4 -0.4 -0.09
C -0.7919 2.8053 -2.4631 -0.6 -3.3 1.2 -0.62
C -1.6130 2.6163 -0.0911 -0.6 2.4 -0.7 0.00
C 1.5854 -1.2592 0.4446 -3.0 1.8 -2.8 -0.05
C 2.0570 -2.4871 -0.2754 0.6 -0.3 2.4 -0.70
C -0.7035 -2.3559 0.9000 1.0 0.2 4.2 -0.60
H -1.8850 1.9900 1.8709 -0.9 0.2 0.8 0.39
H -2.2399 3.5341 -0.1183 0.4 -0.9 0.2 0.21
H 1.3588 -3.1421 -0.7427 -1.3 -0.2 0.1 0.23
H 2.5888 -3.0751 0.5410 -0.1 0.3 -1.3 0.21
H -0.7754 -2.4801 -0.1188 -0.4 0.2 -2.2 0.21
H 2.6553 -2.1832 -1.0801 1.6 0.3 -0.8 0.23
H 0.8013 -1.7134 2.3432 0.6 -0.9 0.9 0.22
H -0.5282 -3.3314 1.3615 0.3 -0.2 -0.3 0.20
H 0.0342 3.4345 -2.3647 1.4 1.1 -0.9 0.22
H -0.5644 0.0578 2.7809 -0.2 0.0 0.3 0.21
H -1.7113 3.3121 -2.6090 -0.7 0.7 -0.6 0.22
H -1.6014 -2.0401 1.4512 -0.1 0.0 -0.9 0.22
H -0.6881 1.9159 -3.1289 0.2 1.3 -0.3 0.22
H 0.9566 -0.2694 -2.1879 -0.5 1.0 1.2 0.21
```
Forces are in eV/Å.

For the lowest unoccupied orbital energy, the calculation gives 0.54 eV. The highest occupied orbital energy is -6.9172 eV. As for the frontier orbital gap: 7.5 eV.



# 2
C3H4N2O2 as an isolated structure in a non-equilibrium geometry, computed with ωB97M-V/def2-TZVPD.

The geometry in XYZ format:
```
11
Properties=species:S:1:pos:R:3:forces:R:3:nbo_charge:R:1
O -1.7786 2.0505 -0.4298 0.1 -1.4 0.4 -0.68
O 1.2098 -2.1690 -0.5413 -0.8 0.0 -0.2 -0.65
N -0.6160 -0.6858 -0.5097 -1.3 0.0 -0.1 -0.65
N 1.5691 0.0712 -0.6357 0.6 0.1 0.5 -0.76
C 0.7714 -0.9043 -0.5885 0.7 0.8 -0.2 0.68
C -0.0881 1.5861 0.1348 -1.6 1.5 -0.7 0.01
C -0.7703 0.5323 -0.1816 1.7 -0.5 0.9 0.46
H 0.4109 -2.6985 -0.5110 -0.2 -0.7 0.0 0.49
H -2.1490 1.5267 -1.1534 -0.1 0.4 -0.6 0.48
H 0.0447 2.2676 0.9466 0.5 0.0 0.2 0.24
H 2.5299 -0.2161 -0.6453 0.4 -0.2 -0.1 0.37
```
Forces are in eV/Å.

For the lowest unoccupied orbital energy, the calculation gives -0.40 eV. The highest occupied orbital energy is -8.5928 eV. As for the frontier orbital gap: 8.2 eV.



# 3
C3H4NOP in the gas phase in a non-equilibrium geometry, computed with ωB97M-V/def2-TZVPD.

The geometry in XYZ format:
```
10
Properties=species:S:1:pos:R:3:forces:R:3:nbo_charge:R:1
P 1.9381 0.6619 -0.3314 1.5 0.2 -1.9 0.91
O 0.5174 -0.5982 -2.4015 -0.2 0.8 1.3 -0.52
N 1.2521 0.6690 1.0360 -1.2 0.3 1.4 -0.81
C -0.1039 0.1517 1.0957 -2.0 0.0 2.2 -0.26
C 0.4842 -0.0985 -1.2917 0.0 -0.5 -0.4 0.29
C -0.6782 -0.1194 -0.2861 -0.7 -0.9 -2.6 -0.58
H -0.9864 -1.1629 -0.3640 -0.3 -0.1 0.1 0.25
H -0.8947 0.8396 1.6125 2.0 -0.9 -0.3 0.22
H -1.5412 0.4539 -0.8662 1.6 -0.6 2.0 0.26
H 0.0127 -0.7971 1.7967 -0.7 1.7 -1.6 0.23
```
Forces are in eV/Å.

For the lowest unoccupied orbital energy, the calculation gives -0.79 eV. The highest occupied orbital energy is -8.9375 eV. As for the frontier orbital gap: 8.1 eV.



# 4
C6H10O in the gas phase, computed with ωB97M-V/def2-TZVPD.

The geometry in XYZ format:
```
17
Properties=species:S:1:pos:R:3:forces:R:3:nbo_charge:R:1
O 0.4470 1.8796 0.4356 0.0 -0.2 -0.1 -0.69
C -1.0169 -1.0691 -0.4421 0.1 0.1 -0.1 -0.21
C -0.2940 -0.4332 0.5338 0.0 0.2 -0.1 -0.15
C -1.1693 -0.1420 -1.5080 0.3 0.1 0.2 -0.45
C 1.5630 0.4587 -1.0529 -0.1 0.0 0.0 -0.65
C -0.2583 -0.6522 2.0180 0.0 0.0 0.0 -0.64
C 0.3603 0.6437 -0.1649 -0.3 -0.1 0.0 0.41
H -0.9798 -0.0240 2.5540 0.0 0.0 0.0 0.21
H -1.3305 -2.1103 -0.4492 0.0 0.0 0.0 0.20
H -1.1799 -0.4545 -2.5518 0.0 0.0 0.0 0.19
H 1.6121 1.2350 -1.8170 0.0 0.0 0.0 0.22
H 1.5483 -0.5171 -1.5293 0.0 0.0 0.0 0.23
H -1.6865 0.7895 -1.3249 0.0 0.0 0.1 0.20
H -0.2870 1.9871 1.0523 0.0 0.0 0.0 0.48
H 0.7295 -0.4489 2.4391 0.0 0.0 0.0 0.22
H -0.5244 -1.6873 2.2433 0.0 0.0 0.0 0.23
H 2.4664 0.5451 -0.4360 -0.1 0.0 0.0 0.21
```
Forces are in eV/Å.

For the lowest unoccupied orbital energy, the calculation gives 0.84 eV. The highest occupied orbital energy is -7.9438 eV. As for the frontier orbital gap: 8.8 eV.



# 5
A 2-piece molecular cluster, C5H13N3O overall in a non-equilibrium geometry, computed with ωB97M-V/def2-TZVPD.

The geometry in XYZ format:
```
22
Properties=species:S:1:pos:R:3:forces:R:3:nbo_charge:R:1
O -1.4543 -0.8184 -0.6768 0.1 2.7 -0.2 -0.65
N 0.8820 -1.3508 1.3574 -1.1 -0.6 -1.3 -0.66
N 0.6329 0.7674 0.2628 -1.1 -1.4 -0.6 -0.59
N -1.7527 1.5120 0.4427 -0.8 -0.1 -0.5 -0.93
C -2.3806 -1.4319 0.1758 0.0 0.3 0.6 -0.25
C 2.0334 -1.0625 -0.7256 -0.4 -0.2 -0.1 -0.69
C -1.2558 0.8270 -0.4928 -0.9 -2.3 0.3 0.52
C 1.5653 1.8005 -0.1928 0.0 -0.5 -0.2 -0.41
C 1.0142 -0.6573 0.2989 2.1 1.8 1.8 0.51
H -2.9391 -2.2011 -0.3628 0.2 0.0 -0.1 0.18
H 1.7080 1.7358 -1.2732 0.0 -0.1 0.1 0.21
H 0.1359 -1.0166 1.9645 0.4 0.5 0.3 0.34
H 3.0132 -0.6684 -0.4500 -0.1 0.2 0.0 0.23
H 2.5262 1.6763 0.3052 0.1 0.2 0.0 0.20
H -1.8806 -1.8778 1.0482 -0.1 -0.1 -0.1 0.16
H 1.7692 -0.7029 -1.7180 0.0 -0.1 -0.1 0.22
H 0.1290 1.0233 1.1091 0.4 0.0 0.0 0.43
H 2.1139 -2.1453 -0.7165 -0.1 0.0 -0.1 0.25
H 1.1421 2.7792 0.0250 0.0 -0.1 0.1 0.23
H -2.7582 1.4425 0.5730 0.2 -0.1 0.3 0.40
H -1.1077 1.1070 -1.5289 0.9 -0.2 -0.1 0.16
H -3.1362 -0.7379 0.5750 0.2 0.1 -0.1 0.16
```
Forces are in eV/Å.

For the lowest unoccupied orbital energy, the calculation gives 0.83 eV. The highest occupied orbital energy is -8.5773 eV. As for the frontier orbital gap: 9.4 eV.



# 6
CH2F3O2P in the gas phase in a non-equilibrium geometry, computed with ωB97M-V/def2-TZVPD.

The geometry in XYZ format:
```
9
Properties=species:S:1:pos:R:3:forces:R:3:nbo_charge:R:1
P -0.5058 -0.5703 0.6090 1.5 2.7 2.1 1.14
F -3.3526 1.3013 -0.7772 -1.2 2.2 -1.0 -0.28
F -3.6422 0.0350 0.9441 0.0 0.1 -0.3 -0.31
F -2.8343 -0.7341 -0.9064 -0.1 -0.6 -0.2 -0.31
O -0.0318 -0.8578 -0.8871 0.1 0.8 -1.0 -0.98
O -1.4971 0.7220 0.3486 -3.8 -1.2 -1.4 -0.82
C -2.9065 0.3228 -0.1258 4.2 -0.6 2.6 1.18
H 0.5508 0.5665 1.0160 -1.2 -2.0 -0.3 -0.11
H 0.4048 -1.6902 -0.8578 0.6 -1.4 -0.5 0.49
```
Forces are in eV/Å.

For the lowest unoccupied orbital energy, the calculation gives 0.73 eV. The highest occupied orbital energy is -9.4260 eV. As for the frontier orbital gap: 10.2 eV.



# 7
C5H10O2 as an isolated structure in a non-equilibrium geometry, computed with ωB97M-V/def2-TZVPD.

The geometry in XYZ format:
```
17
Properties=species:S:1:pos:R:3:forces:R:3:nbo_charge:R:1
O 1.4834 -0.4840 -0.0634 0.1 -0.8 -2.2 -0.55
O -1.5260 0.3140 1.4025 -0.4 1.0 0.0 -0.62
C -1.0528 0.0860 -0.8913 1.9 1.9 0.4 -0.35
C -0.7140 0.1565 0.5034 -0.8 -3.0 2.3 0.44
C -2.5020 0.0413 -1.1500 -2.7 1.0 -0.4 -0.68
C 2.7396 0.0258 0.0640 1.4 1.2 1.7 -0.23
C 0.6140 -0.3486 0.9865 -0.5 -0.1 0.3 -0.15
H 0.8668 0.2843 1.8441 0.7 0.0 -0.2 0.20
H -0.2570 1.2352 -0.6087 -2.2 -1.6 -2.1 0.23
H 3.2133 -0.4263 0.9370 0.4 -0.1 0.1 0.16
H -2.9342 0.8669 -1.7064 0.4 0.4 -0.5 0.23
H 3.4339 -0.0784 -0.7706 -0.7 -0.4 -0.4 0.20
H -3.1525 0.0800 -0.2690 0.8 0.0 0.5 0.25
H 0.4134 -1.3621 1.3489 -0.2 0.1 0.4 0.21
H -0.4408 -0.5151 -1.5591 0.4 0.4 0.4 0.26
H -2.9401 -0.8206 -1.6661 1.1 -0.3 -0.2 0.24
H 2.6670 1.0916 0.2957 0.2 0.3 -0.1 0.16
```
Forces are in eV/Å.

For the lowest unoccupied orbital energy, the calculation gives 0.72 eV. The highest occupied orbital energy is -9.0898 eV. As for the frontier orbital gap: 9.8 eV.



# 8
A 2-piece molecular cluster, C3H7ClN3 overall in a non-equilibrium geometry, computed with ωB97M-V/def2-TZVPD.

The geometry in XYZ format:
```
14
Properties=species:S:1:pos:R:3:forces:R:3:nbo_charge:R:1
Cl 1.9737 1.9292 1.6072 1.0 -0.7 0.5 0.19
N -0.2744 3.0569 0.7732 -0.1 -0.6 0.7 -0.62
N -1.0776 0.2545 -0.9275 0.4 -0.1 -0.1 -0.78
N 0.5797 -0.9688 0.1720 -1.0 0.0 -0.6 -0.59
C 0.2587 -2.2354 -0.4545 -0.6 -1.5 -1.0 -0.44
C -0.0883 0.1538 -0.0783 1.4 0.6 2.2 0.47
C 0.4999 2.1306 0.9323 -2.8 1.1 -1.4 0.33
H 1.0339 -1.2675 1.0210 0.5 1.8 0.4 0.44
H -0.1023 -2.9553 0.3235 -0.2 0.7 -0.7 0.23
H 1.1980 -2.6974 -0.8055 -0.5 0.3 -0.3 0.24
H -0.5229 4.0390 1.1547 1.1 -2.4 -0.9 0.48
H -0.4889 -2.1241 -1.2999 1.1 -0.4 1.1 0.20
H -1.5750 1.1083 -0.7956 -0.5 0.7 -0.6 0.43
H -1.4144 -0.4237 -1.6227 0.2 0.4 0.7 0.43
```
Forces are in eV/Å.

As for the net charge: +1. For the lowest unoccupied orbital energy, the calculation gives -4.54 eV. The highest occupied orbital energy is -14.1284 eV. As for the frontier orbital gap: 9.6 eV.



ΔE to the lowest compared entry with this formula, charge and spin for every record listed, in sequence, given in kJ/mol: 315.5; 733.4; 74.5; 223.0; 456.2; 86.5; 397.2; 315.1.